#w
25
Properties=species:S:1:pos:R:3:lowdin_charge:R:1 method="wB97M-V/def2-TZVPD" orbital_gap_ha=0.314 spin_multiplicity=1 charge=-1 e_homo_ev=-4.92
N 1.013 1.526 -0.865 -0.03
C 1.545 0.256 -1.404 -0.19
C 0.536 -0.213 -2.475 -0.16
C -0.751 0.590 -2.223 -0.16
C -0.439 1.469 -0.973 -0.26
C -0.904 0.720 0.312 -0.64
O -0.976 1.421 1.356 -0.06
O -1.153 -0.508 0.207 -0.05
H 1.360 2.347 -1.332 0.09
H 2.579 0.357 -1.720 0.10
H 1.549 -0.373 -0.527 0.09
H 0.376 -1.279 -2.326 0.10
H 0.870 0.101 -3.456 0.09
H -1.722 0.124 -2.066 0.10
H -0.899 1.229 -3.104 0.09
H -0.936 2.420 -1.016 0.13
H 1.245 -0.396 2.754 0.00
H 1.552 0.685 1.736 0.01
O 1.944 -0.114 2.128 -0.11
H 0.037 -2.913 0.632 0.02
H -1.278 -2.731 -0.221 0.01
O -0.610 -3.355 0.069 -0.08
H -0.851 0.101 2.556 0.01
H -0.820 -1.298 2.204 0.02
O -0.536 -0.749 2.952 -0.11



#x
25
Properties=species:S:1:pos:R:3:lowdin_charge:R:1 method="wB97M-V/def2-TZVPD" orbital_gap_ha=0.319 spin_multiplicity=1 charge=-1 e_homo_ev=-5.18
N 1.230 1.146 -0.577 -0.05
C 1.663 0.115 -1.518 -0.22
C 0.517 -0.230 -2.480 -0.16
C -0.557 0.845 -2.138 -0.16
C -0.240 1.394 -0.748 -0.22
C -1.003 0.546 0.299 -0.64
O -1.713 1.158 1.130 -0.04
O -1.113 -0.689 0.072 -0.07
H 1.720 1.985 -0.846 0.09
H 2.559 0.596 -1.963 0.10
H 2.050 -0.774 -1.008 0.11
H 0.061 -1.193 -2.128 0.11
H 0.895 -0.159 -3.501 0.09
H -1.505 0.270 -2.159 0.11
H -0.691 1.592 -2.935 0.10
H -0.455 2.465 -0.631 0.14
H 0.876 0.107 2.267 -0.02
H 1.812 1.155 1.517 0.00
O 1.785 0.417 2.133 -0.09
H -0.285 -2.071 0.082 -0.02
H -0.949 -3.355 0.172 0.02
O -0.054 -3.041 -0.015 -0.13
H -1.250 -0.119 2.476 0.01
H -0.637 -1.515 2.367 0.03
O -0.757 -0.787 3.003 -0.09



Which one sits at the bottom of the stability order? #x does.



#w
12
Properties=species:S:1:pos:R:3:mulliken_spin:R:1 method="wB97M-V/def2-TZVPD" orbital_gap_ha="0.416 / 0.239" spin_multiplicity=2 charge=+1 e_homo_ev="-15.78 / -15.67"
O -1.633 1.048 0.103 0.05
C -1.369 -0.089 0.255 0.06
C 0.085 -0.631 0.030 0.06
N 0.553 -1.448 1.077 0.71
H -2.133 -0.852 0.474 0.02
H 0.771 0.243 -0.078 0.10
H 0.076 -1.206 -0.902 0.00
H 0.680 -0.989 1.974 -0.01
H 1.362 -2.035 0.879 -0.01
H 0.978 2.524 -1.672 0.01
H -0.137 1.758 -0.906 -0.01
O 0.767 1.677 -1.233 0.02



#x
12
Properties=species:S:1:pos:R:3:mulliken_spin:R:1 method="wB97M-V/def2-TZVPD" orbital_gap_ha="0.427 / 0.228" spin_multiplicity=2 charge=+1 e_homo_ev="-15.73 / -15.73"
C -1.301 0.237 0.137 0.13
C -0.475 -0.956 -0.417 -0.03
N 0.826 -0.550 -0.537 0.07
O -0.829 -2.061 -0.725 0.82
H -1.804 0.720 -0.618 -0.01
H -0.588 1.032 0.547 0.01
H -2.122 -0.069 0.835 0.00
H 1.117 0.298 -0.259 0.00
H 1.500 -1.162 -0.894 0.01
H 1.702 2.145 2.057 0.00
H 1.671 3.127 0.641 0.00
O 1.254 2.321 1.116 0.00



Which one sits at the bottom of the stability order? #w does.



#w
102
Properties=species:S:1:pos:R:3:mulliken_spin:R:1 method="wB97M-V/def2-TZVPD" orbital_gap_ha="0.254 / 0.224" spin_multiplicity=2 charge=+2 e_homo_ev="-13.10 / -12.99"
Ir 1.806 -0.589 0.586 0.05
O 5.692 -0.773 -0.182 0.00
C 4.480 -0.706 -0.289 0.00
N 3.553 -1.498 0.269 -0.01
C 3.899 -2.587 1.159 0.00
C 2.854 -2.715 2.243 0.00
C 2.957 -3.679 3.233 0.00
C 1.993 -3.760 4.219 0.00
C 0.940 -2.855 4.209 0.00
C 0.881 -1.925 3.198 0.01
N 1.803 -1.866 2.220 0.00
C 3.807 0.306 -1.202 0.00
C 4.518 0.927 -2.203 0.00
C 3.829 1.655 -3.165 0.00
C 2.449 1.713 -3.096 0.00
C 1.800 1.081 -2.050 0.00
N 2.458 0.412 -1.104 0.01
H 4.882 -2.417 1.609 0.00
H 3.960 -3.537 0.620 0.00
H 3.801 -4.357 3.219 0.00
H 2.065 -4.513 4.993 0.00
H 0.176 -2.865 4.973 0.00
H 0.097 -1.186 3.152 0.01
H 5.593 0.801 -2.224 0.00
H 4.361 2.147 -3.969 0.00
H 1.869 2.244 -3.837 0.00
H 0.728 1.132 -1.946 0.00
N 5.716 2.330 2.809 0.00
C 4.943 1.546 1.856 0.00
C 3.593 1.239 2.475 0.00
O 3.431 1.688 3.672 0.00
O 2.641 0.636 1.959 0.00
H 5.893 3.273 2.492 0.00
H 6.603 1.901 3.036 0.00
H 4.308 2.144 3.876 0.00
H 5.431 0.609 1.591 0.00
H 4.767 2.066 0.912 0.00
N -2.948 -0.340 -5.194 0.00
C -1.954 -0.877 -4.989 0.00
C -0.710 -1.518 -4.661 0.00
C -0.114 -2.473 -5.478 0.00
C 1.068 -3.047 -5.043 0.00
C 1.604 -2.643 -3.829 0.00
N 1.042 -1.726 -3.036 0.00
C -0.097 -1.189 -3.458 0.00
H -0.567 -2.754 -6.420 0.00
H 1.577 -3.792 -5.639 0.00
H 2.538 -3.070 -3.480 0.00
H -0.583 -0.463 -2.814 0.00
C -3.075 -4.198 -3.598 0.00
C -2.766 -3.252 -2.473 0.01
C -3.699 -2.329 -2.029 0.00
C -3.472 -1.437 -0.979 0.02
C -4.643 -0.577 -0.571 0.01
C -2.205 -1.446 -0.372 0.01
As -1.782 -0.323 1.185 0.10
N -0.032 0.389 0.946 0.61
C 0.073 1.667 1.550 -0.02
C 0.735 2.701 0.881 0.07
C 0.816 3.962 1.448 -0.03
C 0.270 4.210 2.700 0.06
C -0.361 3.181 3.385 -0.03
C -0.464 1.924 2.817 0.06
C -2.840 1.287 0.985 0.07
C -2.734 2.122 -0.139 0.01
C -1.905 1.780 -1.344 -0.01
C -3.486 3.288 -0.176 0.01
C -4.353 3.638 0.854 0.00
C -5.165 4.899 0.795 0.00
C -4.453 2.783 1.943 0.00
C -3.711 1.612 2.034 -0.02
C -3.937 0.738 3.242 0.01
C -1.277 -2.428 -0.763 -0.02
C -0.007 -2.610 -0.018 0.01
C -1.548 -3.299 -1.807 0.00
H -3.962 -3.886 -4.146 0.00
H -3.250 -5.205 -3.216 0.00
H -2.241 -4.258 -4.299 0.00
H -4.668 -2.300 -2.515 0.00
H -5.550 -0.980 -1.017 0.00
H -4.542 0.456 -0.902 0.00
H -4.790 -0.561 0.509 0.00
H 1.145 2.540 -0.102 0.00
H 1.303 4.759 0.900 0.00
H 0.338 5.196 3.140 0.00
H -0.776 3.355 4.369 0.00
H -0.921 1.122 3.385 0.00
H -0.995 1.258 -1.058 0.01
H -1.634 2.682 -1.893 0.00
H -2.459 1.131 -2.029 0.00
H -3.407 3.936 -1.042 0.00
H -5.008 5.432 -0.141 0.00
H -4.899 5.568 1.615 0.00
H -6.229 4.680 0.888 0.00
H -5.128 3.037 2.753 0.00
H -4.109 1.349 4.128 0.00
H -3.107 0.066 3.457 0.00
H -4.824 0.115 3.104 0.00
H 0.740 -1.810 -0.360 -0.01
H 0.514 -3.537 -0.246 0.00
H -0.158 -2.530 1.050 -0.01
H -0.800 -4.030 -2.096 0.00



#x
102
Properties=species:S:1:pos:R:3:mulliken_spin:R:1 method="wB97M-V/def2-TZVPD" orbital_gap_ha="0.229 / 0.178" spin_multiplicity=2 charge=+2 e_homo_ev="-12.21 / -11.85"
Ir -0.327 2.027 0.369 -0.02
O 3.240 0.739 -0.676 0.01
C 2.145 1.318 -0.740 0.03
N 1.560 1.884 0.389 -0.02
C 2.307 2.105 1.590 0.00
C 1.365 2.112 2.763 0.00
C 1.818 2.165 4.072 0.00
C 0.905 2.177 5.116 0.00
C -0.451 2.172 4.808 0.00
C -0.830 2.127 3.483 0.00
N 0.045 2.072 2.472 0.00
C 1.305 1.452 -1.902 -0.01
C 1.785 1.323 -3.217 0.01
C 0.970 1.626 -4.275 0.00
C -0.342 2.084 -4.012 0.00
C -0.770 2.164 -2.712 0.00
N -0.011 1.825 -1.661 -0.01
H 2.809 3.085 1.527 0.00
H 3.109 1.357 1.691 0.00
H 2.878 2.184 4.275 0.00
H 1.237 2.196 6.141 0.00
H -1.199 2.208 5.583 0.00
H -1.875 2.161 3.211 0.00
H 2.809 1.012 -3.350 0.00
H 1.322 1.554 -5.291 0.00
H -1.000 2.360 -4.821 0.00
H -1.773 2.505 -2.480 0.00
N -4.803 1.926 -0.753 0.00
C -4.724 3.123 0.109 0.00
C -3.258 3.132 0.651 0.00
O -2.912 3.858 1.544 0.00
O -2.542 2.263 0.028 0.00
H -5.362 1.174 -0.350 0.00
H -3.711 1.683 -0.712 0.00
H -5.132 2.111 -1.701 0.00
H -5.417 3.102 0.945 0.00
H -4.893 4.039 -0.457 0.00
N 1.665 7.377 -2.999 0.00
C 1.210 6.968 -2.032 0.00
C 0.631 6.436 -0.852 0.00
C 0.131 7.255 0.165 0.00
C -0.368 6.645 1.303 0.00
C -0.396 5.260 1.374 0.00
N 0.021 4.486 0.376 0.00
C 0.547 5.051 -0.699 0.00
H 0.129 8.330 0.052 0.00
H -0.724 7.232 2.134 0.00
H -0.799 4.764 2.242 0.00
H 0.910 4.399 -1.482 0.00
C 1.377 -3.658 -5.908 0.00
C 1.282 -3.012 -4.571 0.01
C 2.385 -2.931 -3.728 -0.01
C 2.292 -2.368 -2.467 -0.01
C 3.510 -2.251 -1.613 0.00
C 1.041 -1.905 -2.018 0.12
As 1.072 -1.342 -0.144 0.14
N -0.491 -0.579 0.354 0.32
C -1.594 -1.222 0.747 0.03
C -2.601 -0.522 1.460 0.12
C -3.770 -1.141 1.832 -0.10
C -3.994 -2.480 1.518 0.17
C -3.023 -3.193 0.819 -0.08
C -1.851 -2.585 0.440 0.13
C 1.199 -2.905 1.121 -0.02
C 1.353 -2.543 2.461 -0.01
C 1.577 -1.136 2.920 0.03
C 1.326 -3.526 3.442 -0.01
C 1.208 -4.867 3.118 0.01
C 1.214 -5.926 4.165 0.00
C 1.120 -5.205 1.775 0.00
C 1.137 -4.257 0.761 0.01
C 1.096 -4.767 -0.646 0.00
C -0.052 -1.859 -2.897 0.03
C -1.373 -1.249 -2.545 0.02
C 0.084 -2.448 -4.145 0.00
H 2.364 -4.078 -6.076 0.00
H 1.164 -2.937 -6.696 0.00
H 0.637 -4.452 -5.992 0.00
H 3.340 -3.307 -4.063 0.00
H 4.374 -2.683 -2.108 0.00
H 3.376 -2.749 -0.648 0.00
H 3.716 -1.196 -1.411 0.00
H -2.404 0.510 1.707 0.05
H -4.520 -0.596 2.388 0.00
H -4.917 -2.959 1.806 0.01
H -3.199 -4.229 0.569 0.00
H -1.113 -3.131 -0.130 0.03
H 1.570 -0.448 2.074 0.00
H 2.543 -1.066 3.421 0.00
H 0.810 -0.837 3.634 0.00
H 1.428 -3.227 4.474 0.00
H 1.346 -5.498 5.153 0.00
H 2.014 -6.641 3.987 0.00
H 0.277 -6.480 4.142 0.00
H 1.053 -6.247 1.496 0.00
H 0.652 -5.759 -0.676 0.00
H 2.110 -4.851 -1.041 0.00
H 0.532 -4.116 -1.312 0.00
H -1.242 -0.396 -1.880 -0.01
H -2.022 -1.975 -2.050 0.01
H -1.875 -0.920 -3.453 0.00
H -0.773 -2.471 -4.804 0.00



Which one sits at the bottom of the stability order? #x does.



#w
6
Properties=species:S:1:pos:R:3:lowdin_charge:R:1 method="wB97M-V/def2-TZVPD" orbital_gap_ha=0.406 smiles="O=C1ON1O" spin_multiplicity=1 charge=0 e_homo_ev=-10.47
O 0.781 -0.542 1.848 0.23
C 0.057 -0.178 1.040 -0.53
O -1.084 0.098 0.610 0.12
N 0.125 0.739 -0.324 0.07
O 0.285 -0.234 -1.195 -0.01
H -0.164 0.117 -1.979 0.12



#x
6
Properties=species:S:1:pos:R:3:lowdin_charge:R:1 method="wB97M-V/def2-TZVPD" orbital_gap_ha=0.304 spin_multiplicity=1 charge=0 e_homo_ev=-11.16
C 0.957 0.175 -0.031 -0.32
N -0.182 -0.600 0.247 0.14
O -2.396 -0.614 0.086 0.01
O 0.976 1.363 0.100 0.08
O -1.314 -0.010 -0.241 -0.06
H 1.959 -0.314 -0.161 0.14



#y
6
Properties=species:S:1:pos:R:3:lowdin_charge:R:1 method="wB97M-V/def2-TZVPD" orbital_gap_ha="0.345 / 0.344" spin_multiplicity=1 charge=0 e_homo_ev="-9.42 / -9.43"
C 1.916 -0.884 0.469 -0.47
N -1.935 -0.080 -0.046 0.04
O 1.577 -1.924 0.750 0.23
O 2.343 0.161 0.355 0.22
O -2.283 1.013 -0.659 -0.13
H -1.618 1.714 -0.869 0.11



Which one sits at the bottom of the stability order? #x does.



#w
14
Properties=species:S:1:pos:R:3:lowdin_charge:R:1 method="wB97M-V/def2-TZVPD" orbital_gap_ha=0.346 smiles="OCC1=[PH]=CC=C1" spin_multiplicity=1 charge=0 e_homo_ev=-8.84
O -2.498 0.831 0.443 -0.11
C -1.927 -0.135 -0.357 -0.33
C -0.453 -0.411 0.051 -0.20
P 0.580 1.457 -0.093 0.95
C 2.050 0.480 0.123 -0.42
C 1.877 -0.808 0.034 -0.22
C 0.521 -1.347 -0.083 -0.13
H -2.201 1.760 0.376 0.08
H -2.660 -0.964 -0.355 0.12
H -1.811 0.255 -1.467 0.14
H 0.585 1.870 1.214 -0.10
H 2.960 0.932 0.161 0.02
H 2.703 -1.551 -0.074 0.11
H 0.275 -2.370 0.028 0.09



#x
14
Properties=species:S:1:pos:R:3:lowdin_charge:R:1 method="wB97M-V/def2-TZVPD" orbital_gap_ha=0.354 smiles=PCc1ccco1 spin_multiplicity=1 charge=0 e_homo_ev=-8.68
P -2.429 -0.648 -0.028 0.78
C -1.230 0.805 0.297 -0.39
C 0.183 0.251 -0.010 -0.38
C 1.434 0.811 0.029 -0.06
C 2.340 -0.300 -0.004 -0.08
C 1.605 -1.481 0.023 -0.06
O 0.262 -1.115 0.076 -0.10
H -2.369 -0.480 -1.475 -0.08
H -3.561 0.042 0.290 -0.16
H -1.558 1.679 -0.490 0.12
H -1.360 1.122 1.358 0.07
H 1.530 1.904 0.166 0.12
H 3.461 -0.112 -0.227 0.13
H 1.691 -2.481 -0.007 0.08



Which one sits at the bottom of the stability order? #w does.



#w
9
Properties=species:S:1:pos:R:3:lowdin_charge:R:1 method="wB97M-V/def2-TZVPD" orbital_gap_ha="0.274 / 0.274" spin_multiplicity=1 charge=0 e_homo_ev="-9.74 / -9.74"
C -0.334 -0.836 -0.177 -0.09
C -0.657 0.494 0.378 -0.24
C -1.430 -1.580 -0.135 -0.03
N -2.673 -1.314 0.263 -0.17
N -1.757 1.021 0.650 -0.10
O -3.581 0.673 -1.051 -0.46
S -3.285 0.229 0.299 0.85
H 0.684 -1.253 -0.481 0.13
H 0.107 1.208 0.561 0.11



#x
9
Properties=species:S:1:pos:R:3:lowdin_charge:R:1 method="wB97M-V/def2-TZVPD" orbital_gap_ha=0.287 spin_multiplicity=1 charge=0 e_homo_ev=-9.39
C -0.210 1.555 -1.279 0.00
C -0.323 -0.999 0.927 -0.91
C 0.814 -1.584 0.528 -0.21
H 0.280 1.717 -2.391 0.12
H -0.889 2.371 -0.445 0.20
N -0.001 0.187 -1.025 0.06
N 1.963 -2.139 0.892 0.19
O -0.471 0.297 0.501 -0.22
S -1.163 -1.406 2.292 0.78



#y
9
Properties=species:S:1:pos:R:3:lowdin_charge:R:1 method="wB97M-V/def2-TZVPD" orbital_gap_ha=0.291 spin_multiplicity=1 charge=0 e_homo_ev=-9.51
C -1.679 0.575 0.055 -0.51
C -0.219 0.051 0.107 -0.39
C 1.573 -0.866 -0.089 -0.16
H -1.822 1.611 0.471 0.06
H 2.398 -1.454 -0.375 0.11
N 0.310 -1.100 0.175 0.17
N 1.842 0.446 -0.142 0.05
O 0.722 0.985 -0.080 0.01
S -3.125 -0.248 -0.124 0.67



Which one sits at the bottom of the stability order? #x does.



#w
9
Properties=species:S:1:pos:R:3:lowdin_charge:R:1 method="wB97M-V/def2-TZVPD" orbital_gap_ha=0.327 spin_multiplicity=1 charge=0 e_homo_ev=-10.55
C 1.173 0.408 -0.061 -0.10
O -1.749 -1.683 -0.702 -0.24
O -0.641 -0.715 1.384 -0.31
O 0.336 -0.476 -0.754 -0.27
S -0.956 -0.757 0.008 0.47
Br -2.247 1.505 -0.054 0.19
H 2.240 0.006 -0.201 0.14
H 0.753 0.359 0.902 0.04
H 1.091 1.354 -0.522 0.08



#x
9
Properties=species:S:1:pos:R:3:lowdin_charge:R:1 method="wB97M-V/def2-TZVPD" orbital_gap_ha=0.374 spin_multiplicity=1 charge=0 e_homo_ev=-10.08
C -0.262 -0.161 0.438 -0.36
O -2.602 -2.616 2.025 -0.48
O -0.299 -0.808 -0.792 -0.05
O -1.289 -0.591 1.380 -0.38
S -1.684 -2.225 1.019 0.60
Br 0.239 -3.180 1.553 0.37
H -0.616 -0.169 -1.404 0.09
H 0.528 -0.427 1.103 0.08
H -0.339 0.909 0.387 0.13



Which one sits at the bottom of the stability order? #w does.